No. 1
Density functional theory data (ωB97M-V with the def2-TZVPD basis set) for a structure of composition C38H46CdP2Si at a distorted geometry.

Last column: Löwdin charge in e.
Positions of all 88 atoms, in Å:
Cd -0.2150 -0.8823 0.9166  1.075
P 1.5229 0.6575 0.1965  0.875
P -2.2113 0.4136 -0.0056  0.857
Si 0.2820 -1.2403 4.2315  0.391
C 3.4399 2.9859 2.9377  -0.079
C -4.0569 3.8070 1.3486  -0.092
C 4.0702 3.7636 0.7319  -0.080
C 2.5007 -0.8773 -0.1253  -0.420
C -1.2810 -0.4065 3.5946  -0.261
C -4.0310 -3.5847 -1.4272  -0.090
C 1.4374 -1.1924 -4.7436  -0.189
C -3.5441 -2.0987 0.4242  -0.118
C -1.0162 1.3396 -1.0184  -0.428
C -5.3896 3.6260 0.9523  -0.093
C 2.5378 1.9130 0.9697  -0.374
C 2.0136 -1.4621 3.5115  -0.209
C 1.8172 -2.1176 -0.3073  -0.260
C -0.7778 0.8265 -4.0577  -0.122
C 0.3695 1.4953 -0.9199  -0.424
C 2.6013 2.0309 2.3762  -0.090
C 3.8845 -0.9109 0.1526  -0.091
C -5.7547 2.4939 0.2148  -0.090
C -3.1034 2.8361 1.0567  -0.098
C -3.1535 -1.0891 -0.4907  -0.424
C 0.5800 -0.1475 5.7500  -0.194
C -0.2649 -2.9825 4.6277  -0.198
C -3.9987 -3.3305 -0.0520  -0.094
C 3.2506 2.8023 0.1464  -0.089
C -0.0763 -1.4007 -4.9947  -0.186
C 0.3404 1.6552 -4.6347  -0.173
C -3.7185 -2.5613 -2.3270  -0.089
C 4.5553 -2.1282 0.2708  -0.084
C -3.3751 -1.2962 -1.8581  -0.130
C 2.0802 0.5211 -3.0601  -0.152
C 4.1771 3.8481 2.1216  -0.081
C -3.4792 1.6618 0.3685  -0.356
C -0.9712 -0.4887 -4.2099  -0.109
C 1.7341 1.6836 -3.9451  -0.192
C -4.8095 1.5078 -0.0681  -0.086
C 2.5085 -3.3233 -0.1784  -0.102
C 3.8674 -3.3362 0.1276  -0.091
C 1.8340 -0.7522 -3.3711  -0.103
H 3.5317 3.0485 4.0181  0.105
H 1.9965 -1.5658 -2.6654  0.085
H 1.9946 1.3640 2.9928  0.073
H 4.3920 -4.2833 0.2430  0.102
H 1.9689 -4.2610 -0.3158  0.108
H 2.5772 -1.8798 4.3733  0.046
H -3.4732 -1.9158 1.4996  0.094
H -3.2562 -0.4473 -2.5323  0.093
H 0.8003 2.3482 -1.4727  0.047
H -0.1455 -3.6529 3.7650  0.031
H 2.6822 0.7777 -2.1835  0.065
H 4.6367 4.4365 0.0930  0.104
H -1.3825 0.5695 4.0974  0.032
H -6.1450 4.3647 1.2176  0.099
H 2.5315 -0.5385 3.2067  0.000
H -1.5305 2.0559 -1.6767  0.047
H 1.1288 -0.7108 6.5149  0.028
H -2.0618 2.9679 1.3507  0.104
H 0.3618 -3.3283 5.4580  0.030
H 4.4168 0.0335 0.2871  0.104
H -1.9013 -0.9572 -3.8801  0.064
H 3.1617 2.7216 -0.9381  0.098
H -2.1583 -1.0086 3.8898  0.038
H -0.3944 0.1650 6.1536  0.028
H 1.8268 2.6237 -3.3773  0.090
H -6.7817 2.3644 -0.1313  0.102
H 5.6237 -2.1297 0.4844  0.103
H 0.7651 -2.1499 -0.6489  0.032
H -0.3322 -2.4459 -4.7568  0.103
H 1.8118 -0.5153 -5.5220  0.104
H -4.3230 -4.1067 0.6437  0.103
H -3.7649 4.7037 1.8950  0.101
H 0.5093 1.4052 -5.6911  0.106
H -1.3162 -2.9673 4.9387  0.026
H -1.4260 -0.2094 2.5142  -0.126
H -4.3179 -4.5677 -1.8008  0.101
H 4.8505 4.5743 2.5700  0.103
H 1.9171 -2.1640 -4.9211  0.109
H -5.0905 0.6125 -0.6260  0.096
H 2.4941 1.7710 -4.7448  0.115
H -0.0280 2.6944 -4.6366  0.107
H 1.1534 0.7523 5.4800  0.026
H 2.0993 -2.1880 2.6861  0.013
H -3.7462 -2.7436 -3.3994  0.102
H -1.5717 1.4288 -3.6018  0.082
H -0.2619 -1.3063 -6.0833  0.117

Summary:
HOMO level (spin up / spin down): -4.72 / -5.45 eV
energy relative to the best compared isomer or geometry (same formula, charge and spin): 14.8 kcal/mol
net charge: 0
Kohn-Sham gap (spin up / spin down): 0.162 / 0.222 hartree

---

No. 2
Density functional theory data (ωB97M-V with the def2-TZVPD basis set) for a cluster of 10 separate species, C38H46Cl8N6 in total at a distorted geometry.

Last column: Löwdin charge in e.
Positions of all 98 atoms, in Å:
Cl -1.9742 -1.7246 5.4213  0.597
Cl 2.8111 1.1958 -6.4560  0.536
Cl 1.0515 2.5621 -2.7315  0.525
Cl -2.3282 -4.2821 3.0045  0.439
Cl -1.6379 1.3576 -6.0877  0.500
Cl -4.1597 2.3501 -3.8551  0.474
Cl -2.7477 3.9358 4.8251  0.534
Cl -4.2348 0.8435 3.7711  0.585
N -4.2041 -1.3017 -1.7872  0.038
N 5.1361 -0.6634 1.1990  0.058
N 0.4034 0.5783 3.2216  0.071
N 3.5537 5.0916 -2.5431  0.060
N -0.4902 -1.4801 -3.2334  0.075
N 0.8784 -3.8945 0.9610  0.059
C -3.8565 1.4636 5.4407  -0.570
C 3.0060 -4.7923 -0.5550  -0.088
C -3.0472 0.8654 -3.8110  -0.637
C -5.0573 -0.8109 -0.8971  -0.120
C -1.0318 -0.7104 1.8698  -0.125
C 1.8814 -1.4203 -1.6631  -0.038
C -0.2384 1.6675 2.7558  -0.158
C 4.6986 5.1338 -1.8634  -0.171
C -5.3923 -1.5944 0.2289  -0.056
C -3.5697 -3.6454 4.3092  -0.532
C -1.2347 1.6023 1.7937  -0.077
C -1.6982 0.3678 1.4165  -0.112
C -3.6377 -2.5016 -1.6352  -0.134
C 2.5786 6.3899 -0.8584  -0.064
C -3.8639 -3.2370 -0.5062  -0.094
C 1.8352 -2.0579 -2.9408  -0.078
C 3.3988 1.4077 1.5133  -0.101
C 3.5202 0.4615 2.4661  -0.086
C -2.5902 2.2379 5.4228  -0.641
C -0.3983 -0.8164 -2.0540  -0.182
C 4.9755 0.2983 0.2887  -0.171
C -3.4535 -2.1552 4.5326  -0.698
C 4.8172 5.6020 -0.6125  -0.094
C 0.6945 -0.7355 -1.2484  -0.075
C 4.0942 1.3302 0.3596  -0.081
C 3.2571 -3.9118 0.4745  -0.067
C 0.6647 -2.0473 -3.6692  -0.155
C -0.0189 -0.6020 2.7656  -0.180
C -2.7688 0.2887 -5.1207  -0.614
C 2.5057 5.7130 -2.0487  -0.181
C 1.6920 -5.2626 -0.8130  -0.054
C 1.8943 2.6590 -4.3610  -0.602
C 2.1091 -3.4904 1.1841  -0.155
C 4.4635 -0.5388 2.3138  -0.166
C 2.1733 1.2289 -4.7727  -0.683
C -4.8150 -2.8414 0.3710  -0.097
C 0.6868 -4.7724 0.0061  -0.168
C 3.7285 6.2549 -0.0912  -0.072
H -3.2694 -4.2669 5.1873  0.071
H -3.5129 0.1095 -3.1983  0.019
H -3.0256 -2.9000 -2.4286  0.104
H -2.0905 2.3561 6.3969  0.088
H -2.4997 0.3013 0.6663  0.115
H 2.6883 2.2357 1.5640  0.114
H 2.8600 3.1130 -4.1655  0.041
H 0.3791 -1.4988 3.2417  0.104
H -4.5144 -4.0224 3.9435  0.054
H 2.8070 -2.4702 -3.3194  0.119
H -4.7154 2.1088 5.6418  0.070
H 2.8401 -1.3229 -1.1462  0.094
H -2.1250 1.2211 -3.3578  0.042
H -1.9590 1.6990 4.7915  0.004
H -3.3027 -4.1350 -0.3025  0.098
H -1.6883 2.4808 1.3750  0.108
H 1.4182 -5.8903 -1.6452  0.097
H 2.1163 -2.7096 1.9214  0.081
H -1.1356 -1.6936 1.5188  0.075
H 4.5135 -1.3995 3.0063  0.115
H 3.9657 2.0413 -0.4215  0.096
H -3.3999 -1.6142 3.5986  -0.003
H 1.7453 6.9904 -0.5123  0.105
H 4.2325 -3.5248 0.7379  0.095
H -5.0223 -3.4514 1.2869  0.114
H -6.1714 -1.2801 0.8783  0.089
H -0.3274 -5.0650 0.0314  0.085
H 1.2831 3.2514 -5.0725  0.084
H 5.7815 5.7024 -0.1517  0.106
H 2.9349 0.5365 3.3662  0.088
H -3.7475 0.5887 5.9994  0.025
H 0.5568 -2.5318 -4.6132  0.096
H 3.7437 6.6890 0.8974  0.105
H -2.2241 -0.6505 -5.0961  0.050
H -5.3083 0.2181 -1.0620  0.104
H -1.3771 -0.4431 -1.7181  0.091
H 1.6748 5.8097 -2.7115  0.098
H 0.6176 -0.2054 -0.3063  0.091
H 3.8649 -5.1983 -1.1823  0.126
H -3.6205 0.1937 -5.7942  0.067
H 5.5271 0.1369 -0.6367  0.106
H 1.2273 0.7285 -4.7362  0.019
H 5.5524 4.6151 -2.3241  0.115
H -4.3632 -1.8537 5.0990  0.082
H 0.0774 2.6235 3.1623  0.106
H 2.9321 0.7800 -4.1101  0.074

Summary:
HOMO level: -9.58 eV
energy relative to the best compared isomer or geometry (same formula, charge and spin): 28.1 kcal/mol
net charge: 0
Kohn-Sham gap: 0.367 hartree

---

No. 3
Density functional theory data (ωB97M-V with the def2-TZVPD basis set) for a structure of composition C38H46ClMnN9O2S.

Last column: Löwdin spin population.
Positions of all 98 atoms, in Å:
Mn -0.8152 1.7331 1.4122  3.322
Cl 3.5073 3.0205 -2.7853  0.000
S -1.0784 3.7520 -2.5266  0.009
O 2.3594 -4.8822 -0.2882  0.000
O -2.5853 1.5043 1.6143  -0.005
N -4.9821 -0.0932 2.9506  0.009
N -6.6582 2.6930 -0.2325  0.013
N -1.4171 -2.5087 1.1767  0.001
N -0.0855 -2.5202 0.9340  0.004
N -0.6130 -0.4190 1.1705  0.018
N -3.5049 2.0982 0.8237  -0.012
N 1.3304 2.1203 1.4705  -0.037
N -0.9964 2.0528 -0.5991  -0.035
N -0.6191 1.3873 3.5215  -0.051
C 2.1272 -0.6546 -3.4911  0.000
C -1.5401 0.2000 -4.3304  0.001
C -1.0208 3.3421 -0.8848  0.009
C 0.4875 -5.3120 -2.8040  0.000
C 3.3428 1.2878 -2.8178  0.000
C 0.6801 2.0349 3.8503  0.001
C 0.1294 -5.1270 -1.3258  0.000
C -1.3635 -0.0967 -1.9243  0.001
C -1.0732 4.3045 0.1937  -0.017
C -1.0631 3.7796 1.4822  -0.224
C -1.5633 -0.6077 -3.1916  0.001
C 1.7114 1.6214 2.8237  0.002
C 2.5933 -2.9123 -2.4843  0.000
C -0.5521 -0.0460 3.9512  -0.002
C -1.2468 6.0080 2.3498  -0.014
C -4.9137 0.7013 2.1241  0.002
C 1.7732 3.5462 1.3738  -0.001
C -1.3495 1.5576 -4.2077  0.000
C 2.3089 0.7186 -3.5417  0.000
C 0.6850 -3.7727 0.8062  0.000
C -1.7026 -1.2447 1.3195  0.004
C -1.1688 5.6779 -0.0158  -0.011
C 1.5108 -2.9035 -1.3888  0.000
C -1.1449 4.6337 2.5643  -0.017
C -4.6873 1.6962 1.1055  0.023
C 0.3764 -1.2795 0.9418  0.005
C -1.1516 1.2766 -1.7765  -0.003
C -1.7459 1.9438 4.3255  0.000
C 2.9631 -1.4679 -2.7305  0.000
C 2.0882 1.3882 0.4029  0.001
C 1.1568 -4.1887 -0.6179  0.000
C -5.7804 2.2523 0.3610  0.002
C -1.1788 2.0747 -2.9273  -0.001
C -1.2573 6.5328 1.0673  0.017
C 0.1142 -6.5086 -0.6585  0.000
C -1.2854 -4.5483 -1.2434  0.000
C 4.2284 0.5004 -2.1008  0.000
C 4.0302 -0.8749 -2.0623  0.000
H -1.1021 4.3039 3.5893  -0.003
H 3.4645 -3.4635 -2.1295  0.000
H -1.9548 2.9755 4.0834  0.000
H 1.0336 -7.0691 -0.8304  0.000
H -0.1491 -6.0866 -3.2338  0.000
H -1.7021 -0.2370 -5.3069  0.000
H 1.3002 4.1658 2.1268  0.000
H 0.9984 1.7348 4.8512  -0.001
H 0.3257 -4.3987 -3.3793  0.000
H -1.9486 -5.1188 -1.8958  0.000
H -1.4863 -0.5421 3.7076  0.000
H 1.6595 1.3456 -4.1398  0.000
H -0.7037 -7.0959 -1.0785  0.000
H 1.5227 -5.6312 -2.9548  0.000
H 4.7133 -1.4929 -1.4897  0.000
H -1.3211 -3.5045 -1.5681  0.000
H -1.3149 6.6672 3.2058  -0.002
H -1.6963 -4.6028 -0.2365  0.000
H 5.0621 0.9561 -1.5820  0.000
H 1.5344 3.9387 0.3884  0.000
H -1.3661 2.2087 -5.0722  0.000
H 2.4997 0.4636 0.7972  0.000
H 0.5402 3.1141 3.8619  0.000
H 1.4141 -1.0412 0.8100  0.000
H 2.9300 1.9884 0.0686  0.000
H 1.9244 -2.2126 -0.6490  0.000
H 1.5875 -3.6287 1.3972  0.000
H 0.0856 -4.5451 1.2779  0.000
H -1.4970 1.8677 5.3852  -0.002
H 1.4597 1.1797 -0.4613  0.000
H -1.4224 -0.7575 -1.0797  0.000
H 0.6062 -2.4249 -1.7755  0.000
H -1.1844 6.0760 -1.0240  -0.002
H 2.5556 -5.5360 -0.9685  0.000
H 2.8552 3.5722 1.5099  -0.001
H -0.0433 -6.4566 0.4201  0.000
H 0.2750 -0.5741 3.4906  0.000
H 1.7761 0.5358 2.7790  0.000
H -0.4232 -0.0614 5.0342  -0.002
H -1.7620 -1.6655 -3.3061  0.000
H -1.3379 7.6005 0.9139  0.001
H 2.7023 1.9922 3.0946  -0.001
H -2.6366 1.3560 4.1250  0.000
H 2.2533 -3.3764 -3.4072  0.000
H -2.6974 -0.8919 1.5397  0.000
H 1.3101 -1.0991 -4.0487  0.000

Summary:
HOMO level (spin up / spin down): -13.51 / -13.51 eV
energy relative to the best compared isomer or geometry (same formula, charge and spin): 0.0 kcal/mol
net charge: +2
<S²>: 4.007
multiplicity: 4
Kohn-Sham gap (spin up / spin down): 0.209 / 0.241 hartree